{
  "formula": "C18H28BNO8S2",
  "method": "ωB97M-V with the def2-TZVPD basis set",
  "symbols": ["H", "N", "C", "C", "C", "C", "B", "O", "O", "C", "C", "C", "O", "C", "C", "C", "O", "H", "H", "H", "H", "H", "H", "H", "H", "H", "H", "H", "O", "S", "O", "C", "C", "C", "C", "H", "H", "H", "H", "H", "H", "H", "H", "O", "S", "O", "C", "C", "C", "C", "H", "H", "H", "H", "H", "H", "H", "H"],
  "coordinates": [[-2.76508, -7.30879, -0.22199], [-2.58479, -6.44855, -0.81358], [-1.84207, -5.52182, -0.07101], [-1.38541, -4.08055, -0.70451], [0.23336, -3.85062, -0.82051], [0.71858, -2.58015, -1.49528], [-0.32275, -1.45715, -2.09374], [-0.15410, -1.07524, -3.53563], [-1.43942, -0.81440, -1.37434], [-1.05552, -0.36137, -0.02837], [-0.32951, 1.12927, 0.00075], [2.36276, -2.32229, -1.66032], [2.74986, -1.51648, -2.65941], [3.35554, -3.03685, -0.55845], [2.90642, -4.28028, 0.15014], [1.40785, -4.87242, -0.29838], [1.29587, -6.21985, -0.22757], [-1.55723, -5.89628, 1.02632], [-1.83955, -4.04073, -1.80459], [-1.82534, -3.20485, -0.02666], [-1.04881, -1.35436, -3.94349], [-0.42794, -1.13210, 0.59457], [-2.07621, -0.21903, 0.57396], [-1.15413, 1.95167, -0.23493], [0.03480, 1.36949, 1.10785], [0.55313, 1.24177, -0.76102], [4.40171, -2.53883, -0.36028], [3.58370, -4.80796, 0.97063], [-3.94609, 0.67485, 1.35466], [-3.43406, 1.22629, 2.59153], [-2.22626, 0.73023, 3.22051], [-3.30163, 2.99403, 2.40942], [-4.66411, 3.51875, 2.83730], [-5.04155, 2.72203, 4.08525], [-4.75564, 1.24991, 3.79342], [-3.04892, 3.24561, 1.37800], [-2.51537, 3.34213, 3.08593], [-4.63657, 4.59429, 3.03504], [-5.40165, 3.33804, 2.04622], [-4.42816, 3.05639, 4.93076], [-6.08999, 2.87359, 4.36039], [-4.43842, 0.71578, 4.69264], [-5.62412, 0.75339, 3.35197], [3.04538, 3.88555, -0.09700], [2.86480, 3.08110, -1.28712], [1.55921, 2.83507, -1.86620], [3.94841, 3.70224, -2.55818], [5.25034, 2.94441, -2.34510], [4.84668, 1.49655, -2.07060], [3.70721, 1.52311, -1.05326], [4.05946, 4.78337, -2.45917], [3.50346, 3.45605, -3.52692], [5.90894, 3.02449, -3.21485], [5.78364, 3.35042, -1.47723], [4.49936, 1.03203, -3.00147], [5.69030, 0.90395, -1.70312], [3.00414, 0.70214, -1.21521], [4.08548, 1.49295, -0.02775]],
  "forces_ev_per_angstrom": [[0.424, 1.381, -0.565], [3.131, 3.852, 3.431], [-2.022, -3.767, -1.775], [-0.067, -0.923, 0.088], [2.067, 3.335, -1.590], [0.495, -3.670, 2.523], [-1.194, 1.706, -1.719], [-2.602, -2.312, 2.558], [3.934, -1.294, -0.322], [-1.074, 1.301, 2.343], [-0.660, -0.092, 0.247], [0.184, 2.401, -3.224], [-1.765, -4.756, 6.363], [-1.629, -2.762, 1.214], [-0.056, 4.011, -2.645], [0.555, -5.421, 0.564], [0.140, 8.363, -0.392], [-0.298, 1.513, -2.356], [0.912, -0.041, 2.521], [0.967, -1.893, -1.569], [1.921, 1.103, 0.679], [-0.937, 1.224, -1.535], [2.345, -0.516, -1.521], [1.819, -1.773, 0.224], [-0.674, -0.741, -2.354], [-1.856, -0.279, 1.536], [-2.284, -1.152, -0.557], [-1.815, 1.018, -2.123], [0.236, -0.042, 0.362], [0.365, 0.069, 0.156], [-0.384, -0.145, -0.497], [0.047, 0.546, -0.128], [-0.226, 0.142, -0.101], [-0.111, 0.235, 0.283], [-0.513, -0.145, 0.490], [0.074, -0.203, 0.102], [-0.055, -0.136, -0.109], [0.001, -0.160, -0.062], [0.126, 0.052, 0.065], [-0.082, -0.047, -0.127], [0.178, -0.048, -0.018], [0.031, -0.059, -0.292], [0.225, 0.014, -0.035], [-0.321, -0.186, -0.293], [-0.277, 0.097, -0.166], [0.399, 0.411, 0.394], [0.344, 0.256, -0.394], [0.279, 0.043, 0.088], [0.152, -0.256, -0.282], [0.208, -0.647, 0.196], [-0.196, -0.119, 0.074], [-0.028, 0.027, 0.176], [-0.096, 0.012, 0.133], [-0.066, 0.016, -0.130], [0.026, 0.035, 0.175], [-0.158, 0.065, -0.060], [0.011, 0.218, 0.064], [-0.152, 0.138, -0.106]],
  "fmax_ev_per_a": 8.37,
  "homo_energy_ev": -9.816,
  "orbital_gap_ev": 7.985
}

---

{
  "formula": "C18H28CoNO4P2",
  "method": "ωB97M-V with the def2-TZVPD basis set",
  "symbols": ["Co", "P", "C", "C", "N", "C", "C", "C", "C", "C", "P", "H", "H", "H", "H", "H", "H", "H", "H", "O", "H", "H", "O", "H", "C", "H", "H", "H", "C", "H", "H", "H", "C", "H", "H", "H", "C", "H", "H", "H", "O", "C", "O", "C", "C", "C", "C", "C", "C", "H", "H", "H", "H", "H"],
  "coordinates": [[0.36347, -0.56442, -0.27041], [0.92254, -0.17887, 1.86960], [2.69676, -0.52429, 1.72567], [3.11811, -0.24344, 0.27003], [2.15082, -0.15712, -0.68478], [2.36809, -0.08363, -2.02627], [3.64736, -0.27728, -2.51807], [4.65207, -0.42255, -1.58704], [4.41311, -0.35508, -0.21788], [1.17991, 0.27041, -2.89734], [0.01159, 1.27064, -1.91449], [5.19432, -0.58331, 0.49292], [3.88524, -0.21603, -3.57451], [5.63618, -0.70810, -1.91278], [1.43425, 0.88730, -3.76114], [0.69700, -0.57698, -3.38421], [3.27858, -0.08657, 2.52710], [2.75589, -1.58676, 1.89311], [3.83449, 3.90174, 0.67775], [4.01009, 4.66240, 1.13847], [3.60860, 4.55235, 2.01158], [-0.64397, 4.02627, 0.39392], [-0.88184, 4.35739, 1.24975], [-0.64816, 5.29087, 1.13671], [0.60634, 2.90941, -2.41925], [0.86944, 2.75765, -3.47310], [-0.21585, 3.61609, -2.29446], [1.41544, 3.23721, -1.76277], [-1.66028, 1.28927, -2.72453], [-2.34931, 1.64177, -1.93753], [-1.61714, 1.97267, -3.58733], [-2.00752, 0.30878, -3.06848], [0.61875, -1.75078, 2.77583], [1.30421, -1.71260, 3.64646], [-0.44322, -1.86482, 3.04876], [0.95153, -2.60420, 2.15926], [0.38268, 1.08740, 3.01646], [-0.57440, 0.77696, 3.46079], [1.09721, 1.08368, 3.84840], [0.28181, 2.09128, 2.56752], [-2.75053, 0.28931, 0.21981], [-2.46709, -0.91012, 0.17713], [-1.26585, -1.41955, -0.02929], [-3.49265, -1.99088, 0.36851], [-3.03406, -3.30361, 0.55077], [-3.91324, -4.36958, 0.71912], [-5.28623, -4.11627, 0.65963], [-5.75693, -2.80740, 0.43740], [-4.87287, -1.73370, 0.28583], [-1.96363, -3.49183, 0.53603], [-3.51902, -5.37551, 0.87802], [-5.98460, -4.93883, 0.80440], [-6.82952, -2.62270, 0.38724], [-5.20794, -0.70401, 0.11166]],
  "forces_ev_per_angstrom": [[-1.840, 1.403, -0.097], [-0.819, -1.411, 0.875], [0.277, 1.215, -1.130], [0.643, -0.733, -1.214], [0.914, 0.090, -0.155], [0.612, 0.187, 0.075], [-0.200, 0.702, 0.038], [0.318, -0.508, 0.506], [-0.098, -0.428, 0.652], [-0.122, -0.131, -0.664], [-1.440, -0.485, 0.114], [0.261, 0.304, -0.084], [-0.217, -0.225, 0.083], [0.354, 0.292, -0.116], [0.678, -0.161, 0.046], [-0.056, -0.424, 0.397], [0.500, 0.435, -0.231], [0.238, -0.428, -0.141], [-0.610, -2.878, -1.724], [0.431, 2.772, 1.977], [0.168, 0.104, -0.248], [0.040, -0.602, -0.715], [0.214, 0.571, 0.267], [-0.193, -0.033, 0.467], [-0.197, 0.009, 0.737], [0.123, 0.713, 0.315], [0.089, 0.054, -0.221], [0.228, 0.032, -0.499], [0.507, -0.020, 0.024], [0.208, 0.006, -0.495], [-0.256, -0.211, 0.339], [0.189, 0.107, 0.163], [-0.148, 0.097, 0.253], [-0.727, -0.219, -0.093], [0.558, -0.055, 0.126], [-0.349, 0.343, 0.165], [0.401, 0.504, 0.657], [0.148, 0.088, -0.414], [-0.093, 0.354, -0.045], [0.074, -0.479, 0.220], [0.066, -1.840, 0.008], [1.371, 1.351, -0.261], [-1.990, -0.273, -0.027], [-0.891, 1.067, -0.449], [0.049, -2.720, 0.463], [1.014, 0.485, -0.136], [0.504, -1.078, 0.339], [-0.030, 2.383, -0.392], [-0.718, -0.402, 0.173], [-0.251, 0.135, 0.102], [-0.260, 0.341, -0.073], [0.026, 0.220, -0.085], [0.244, -0.083, -0.004], [0.061, -0.535, 0.130]],
  "charge": 2,
  "multiplicity": 5,
  "s2": 6.04,
  "fmax_ev_per_a": 3.43,
  "homo_energy_ev": [-14.002, -15.179],
  "orbital_gap_ev": [7.590, 4.756]
}

---

- Which formula does entry 2 have?
  C18H28CoNO4P2

---

- Number 2 is which compound?
  C18H28CoNO4P2